[1]
Molecular formula: C22H34BCl33F4N4O3P
Method: DFT, ωB97M-V with the def2-TZVPD basis set

E_LUMO (eV): -3.27
F_max (eV/Å): 3.06
HOMO level (eV): -11.9500
Kohn-Sham gap (eV): 8.68
Total energy (eV): -469535.4352

ORCA input file:
```
! wB97M-V def2-TZVPD RIJCOSX def2/J DEFGRID3
* xyz 1 1
C -0.78 -4.32 -1.51
C -0.34 -3.76 -0.39
C 0.10 -2.30 -0.51
N -1.07 -1.38 -0.43
C -2.31 -1.85 0.19
C -2.21 -2.20 1.72
C -1.60 -1.13 2.65
C -2.04 0.33 2.38
C -0.05 -1.25 2.78
C -0.92 -0.22 -0.91
N -1.97 0.67 -0.94
F -1.55 1.96 -1.19
C -3.02 0.35 -1.95
B -4.46 0.85 -1.42
O -5.58 0.36 -2.03
O -4.59 1.76 -0.42
N 0.31 0.17 -1.45
P 0.32 0.57 -3.24
N 1.83 -0.06 -3.79
O -0.76 -0.42 -4.00
C 1.12 0.99 -0.66
F 0.55 1.48 0.39
F 2.24 0.39 -0.28
F 1.49 2.02 -1.40
H -1.73 -4.84 -1.61
H -0.21 -4.25 -2.43
H -0.32 -4.29 0.55
H 0.55 -2.28 -1.49
H 0.81 -2.08 0.27
H -2.70 -2.72 -0.32
H -3.12 -1.12 0.12
H -3.22 -2.39 2.07
H -1.65 -3.12 1.88
H -1.96 -1.37 3.65
H -2.69 0.46 1.53
H -1.16 0.96 2.36
H -2.62 0.68 3.24
H 0.25 -2.30 2.68
H 0.48 -0.60 2.10
H 0.18 -0.99 3.81
H -3.08 -0.72 -2.08
H -2.78 0.77 -2.92
H -6.16 0.06 -1.33
H -3.94 2.45 -0.47
H 1.82 -1.06 -3.56
H 2.55 0.34 -3.19
H -0.30 -1.09 -4.53
C -5.64 1.87 4.34
Cl -5.38 1.07 2.78
Cl -6.91 1.06 5.25
Cl -4.14 1.93 5.26
H -5.95 2.89 4.14
C 5.50 2.43 -2.41
Cl 5.70 1.56 -3.93
Cl 4.21 1.71 -1.44
Cl 7.02 2.47 -1.50
H 5.22 3.45 -2.63
C 0.49 -4.81 4.35
Cl 0.15 -3.23 5.06
Cl -0.42 -6.08 5.16
Cl 0.12 -4.80 2.62
H 1.55 -5.02 4.47
C 4.43 -0.03 -7.55
Cl 6.16 -0.09 -7.19
Cl 4.00 -1.22 -8.77
Cl 3.48 -0.27 -6.07
H 4.20 0.95 -7.94
C -1.54 5.21 5.20
Cl 0.16 5.14 5.67
Cl -1.85 4.09 3.86
Cl -2.59 4.84 6.57
H -1.76 6.21 4.86
C 2.13 4.64 0.58
Cl 2.14 6.17 -0.31
Cl 3.78 4.07 0.90
Cl 1.23 4.79 2.08
H 1.63 3.91 -0.03
C 9.01 2.63 -8.10
Cl 10.73 2.56 -7.72
Cl 8.60 1.45 -9.35
Cl 8.04 2.36 -6.64
H 8.78 3.61 -8.48
C -4.95 -5.09 -0.62
Cl -3.85 -4.77 0.71
Cl -4.13 -4.72 -2.14
Cl -5.51 -6.76 -0.58
H -5.81 -4.44 -0.54
C 1.24 4.72 -4.16
Cl 1.37 3.82 -5.67
Cl 0.02 4.01 -3.10
Cl 2.80 4.77 -3.32
H 0.94 5.73 -4.39
C 4.05 5.13 7.06
Cl 3.61 6.67 7.80
Cl 3.20 3.79 7.83
Cl 3.70 5.16 5.32
H 5.11 4.99 7.19
C -3.61 -8.89 4.24
Cl -3.53 -7.36 3.37
Cl -1.99 -9.51 4.57
Cl -4.52 -8.71 5.74
H -4.12 -9.61 3.62
*
```



[2]
Molecular formula: C22H34BF14NOSi2Zn
Method: DFT, ωB97M-V with the def2-TZVPD basis set

E_LUMO (eV): 4.44
F_max (eV/Å): 0.18
HOMO level (eV): -2.3000
Kohn-Sham gap (eV): 6.74
Total energy (eV): -129811.9149
Relative energy (zero: lowest compared OMol25 entry of this formula, charge and spin) (kcal per mole): 0.0

ORCA input file:
```
! wB97M-V def2-TZVPD RIJCOSX def2/J DEFGRID3
* xyz -2 1
Zn 0.52 -0.04 0.05
C 2.00 -0.80 4.43
Si 0.82 0.12 3.27
C -0.63 0.76 4.31
C 1.75 1.62 2.62
N 0.33 -0.83 1.94
C -0.22 -2.07 2.03
C -0.68 -2.71 3.21
C -1.23 -3.98 3.21
C -1.37 -4.70 2.03
C -0.94 -4.12 0.84
C -0.39 -2.86 0.88
F 0.05 -2.32 -0.29
H 2.30 -0.15 5.26
H 2.90 -1.08 3.88
H 1.56 -1.70 4.85
H -0.28 1.41 5.12
H -1.21 -0.05 4.75
H -1.31 1.34 3.68
H 2.05 2.26 3.46
H 1.13 2.22 1.95
H 2.64 1.31 2.07
H -0.59 -2.17 4.15
H -1.56 -4.41 4.15
H -1.81 -5.69 2.03
H -1.01 -4.62 -0.11
C -1.18 2.95 0.52
Si -1.11 1.51 -0.74
C -2.87 0.73 -0.67
C -2.91 -0.60 -1.43
C -3.97 1.64 -1.21
C -3.17 0.43 0.81
C -0.74 2.41 -2.42
C -1.46 3.76 -2.52
C 0.77 2.67 -2.45
C -1.11 1.56 -3.64
H -2.05 3.60 0.37
H -0.29 3.58 0.45
H -1.22 2.57 1.55
H -2.69 -0.50 -2.49
H -3.90 -1.06 -1.33
H -2.18 -1.31 -1.04
H -3.86 1.81 -2.28
H -3.98 2.62 -0.71
H -4.96 1.19 -1.05
H -2.38 -0.17 1.27
H -4.11 -0.13 0.90
H -3.27 1.35 1.40
H -1.16 4.44 -1.72
H -2.55 3.65 -2.47
H -1.22 4.24 -3.47
H 1.11 3.24 -1.58
H 1.03 3.25 -3.35
H 1.34 1.74 -2.47
H -2.19 1.39 -3.71
H -0.62 0.58 -3.61
H -0.79 2.07 -4.55
F -0.26 -3.61 -3.83
B -0.46 -2.24 -4.07
F -1.81 -2.02 -4.46
F 0.39 -1.81 -5.11
F -0.20 -1.50 -2.90
F 2.71 -2.36 0.74
C 3.81 -1.67 0.46
F 4.25 -1.14 1.62
F 4.75 -2.55 0.06
C 3.53 -0.54 -0.59
O 2.45 0.18 -0.27
C 3.40 -1.19 -2.01
F 2.85 -0.35 -2.87
F 4.60 -1.56 -2.52
F 2.64 -2.29 -1.96
C 4.76 0.43 -0.59
F 4.75 1.21 -1.68
F 4.74 1.24 0.47
F 5.95 -0.20 -0.57
*
```



[3]
Molecular formula: C22H34Br2ClN2O10PS2
Method: DFT, ωB97M-V with the def2-TZVPD basis set

E_LUMO (eV): -0.62
F_max (eV/Å): 1.96
HOMO level (eV): -8.1225
Kohn-Sham gap (eV): 7.50
Total energy (eV): -230387.3117

ORCA input file:
```
! wB97M-V def2-TZVPD RIJCOSX def2/J DEFGRID3
* xyz 0 1
C 3.29 -3.69 1.52
C 1.87 -3.38 0.98
O 1.94 -2.86 -0.36
C 1.33 -1.64 -0.50
C 0.15 -1.56 -1.16
P -0.73 -3.04 -1.88
O -0.42 -4.26 -0.81
Cl 0.20 -3.62 -3.64
C -0.45 -0.25 -1.31
Br -2.09 -0.21 -2.32
C 0.10 0.86 -0.78
C -0.52 2.24 -0.88
C -2.01 2.35 -0.45
C -2.43 1.52 0.75
O -3.62 1.31 0.93
O -1.52 1.04 1.65
C 1.36 0.73 -0.09
N 1.90 1.86 0.43
C 3.03 1.70 1.05
C 3.60 2.96 1.68
Br 4.96 2.64 3.04
C 4.07 3.98 0.63
C 4.92 3.38 -0.53
C 3.67 0.43 1.13
N 3.20 -0.69 0.65
C 2.00 -0.49 0.04
H 3.43 -4.78 1.56
H 3.40 -3.30 2.54
H 4.06 -3.26 0.88
H 1.30 -4.32 0.97
H 1.40 -2.65 1.65
H -0.51 -3.95 0.10
H 0.03 3.00 -0.34
H -0.47 2.54 -1.94
H -2.17 3.40 -0.16
H -2.72 2.17 -1.25
H -1.89 0.18 1.92
H 2.75 3.42 2.20
H 3.17 4.44 0.20
H 4.60 4.80 1.12
H 5.79 4.03 -0.69
H 4.33 3.47 -1.45
H 5.22 2.35 -0.36
H 4.63 0.38 1.64
C -3.41 -5.78 4.15
C -2.38 -6.76 4.67
O -1.71 -7.46 3.60
S -0.56 -6.70 2.82
C 0.12 -8.11 2.00
O 0.40 -6.20 3.76
O -1.15 -5.84 1.84
H -2.94 -4.95 3.62
H -4.00 -5.37 4.97
H -4.08 -6.27 3.44
H -1.65 -6.27 5.31
H -2.88 -7.53 5.27
H 0.52 -8.79 2.75
H 0.91 -7.76 1.35
H -0.67 -8.58 1.42
C -4.37 6.29 -2.47
C -4.08 5.37 -3.64
O -3.08 5.93 -4.53
S -1.55 5.82 -4.09
C -0.85 6.23 -5.66
O -1.26 4.46 -3.79
O -1.26 6.87 -3.17
H -3.51 6.36 -1.80
H -5.22 5.92 -1.90
H -4.59 7.30 -2.82
H -3.77 4.38 -3.30
H -4.98 5.25 -4.24
H -1.13 5.46 -6.38
H 0.23 6.27 -5.53
H -1.23 7.20 -5.97
*
```



[4]
Molecular formula: C22H34Cl24FNOP
Method: DFT, ωB97M-V with the def2-TZVPD basis set

E_LUMO (eV): 1.83
F_max (eV/Å): 2.14
HOMO level (eV): -4.0954
Kohn-Sham gap (eV): 5.92
Total energy (eV): -339445.9307
Relative energy (zero: lowest compared OMol25 entry of this formula, charge and spin) (kcal per mole): 9.5

ORCA input file:
```
! wB97M-V def2-TZVPD RIJCOSX def2/J DEFGRID3
* xyz -1 1
C 2.56 -3.72 -0.85
C 1.36 -4.04 -1.77
C 0.47 -2.80 -1.97
C -0.61 -3.00 -3.02
C -1.50 -1.76 -3.28
C -1.74 -0.86 -2.03
C -0.75 0.31 -2.00
P -0.63 1.13 -0.23
O -0.05 -0.38 0.43
C -0.62 1.89 1.53
C -1.86 1.40 2.25
F -1.70 1.54 3.66
C 1.19 1.78 -0.59
C 1.37 2.49 -1.78
C 2.67 2.95 -2.06
C 3.63 2.66 -1.10
C 3.36 1.95 0.06
N 2.14 1.48 0.31
H 2.81 -2.65 -0.88
H 2.29 -3.93 0.19
H 3.45 -4.28 -1.12
H 1.74 -4.42 -2.72
H 0.73 -4.78 -1.25
H 0.07 -2.55 -0.98
H 1.17 -1.98 -2.21
H -1.25 -3.84 -2.73
H -0.09 -3.22 -3.97
H -0.98 -1.13 -4.01
H -2.45 -2.05 -3.75
H -1.72 -1.44 -1.10
H -2.74 -0.43 -2.13
H 0.24 0.00 -2.34
H -1.14 1.08 -2.67
H -2.02 0.72 -0.03
H -1.09 2.40 -0.83
H 0.67 -0.68 -0.14
H 0.21 1.58 2.15
H -0.70 2.98 1.46
H -1.98 0.32 2.09
H -2.77 1.91 1.93
H 0.54 2.66 -2.45
H 2.92 3.48 -2.96
H 4.64 3.01 -1.28
H 4.16 1.77 0.77
C 1.61 1.40 -6.09
Cl 1.53 1.99 -4.43
Cl 0.48 0.07 -6.34
Cl 1.31 2.71 -7.25
H 2.61 1.02 -6.26
C -1.42 -5.95 1.00
Cl -1.15 -6.90 -0.46
Cl -0.34 -6.47 2.30
Cl -1.22 -4.23 0.68
H -2.44 -6.11 1.33
C -3.90 2.03 6.14
Cl -5.41 1.59 5.34
Cl -4.05 3.61 6.93
Cl -3.44 0.80 7.32
H -3.12 2.09 5.39
C 6.26 1.45 -6.55
Cl 7.08 1.54 -4.99
Cl 6.18 -0.22 -7.12
Cl 4.64 2.15 -6.44
H 6.83 2.03 -7.26
C 7.71 0.55 -1.38
Cl 8.41 -0.13 0.09
Cl 6.06 1.10 -1.10
Cl 8.72 1.87 -1.98
H 7.69 -0.22 -2.13
C -6.99 6.72 6.59
Cl -6.70 5.18 5.78
Cl -5.47 7.46 7.08
Cl -7.91 7.82 5.55
H -7.58 6.53 7.48
C -5.33 -7.33 -0.84
Cl -5.04 -8.26 -2.31
Cl -4.28 -7.89 0.46
Cl -5.09 -5.61 -1.13
H -6.35 -7.49 -0.54
C -1.26 3.55 9.65
Cl -0.08 4.86 9.74
Cl -0.61 2.18 8.76
Cl -1.78 3.06 11.27
H -2.13 3.91 9.11
*
```



[5]
Molecular formula: C22H34Cl2F2P2S
Method: DFT, ωB97M-V with the def2-TZVPD basis set

E_LUMO (eV): 0.41
F_max (eV/Å): 0.69
HOMO level (eV): -7.9634
Kohn-Sham gap (eV): 8.37
Total energy (eV): -83256.6322
Relative energy (zero: lowest compared OMol25 entry of this formula, charge and spin) (kcal per mole): 0.0

ORCA input file:
```
! wB97M-V def2-TZVPD RIJCOSX def2/J DEFGRID3
* xyz 0 1
C 5.94 2.38 -1.00
C 4.88 1.32 -0.68
C 4.21 0.68 -1.91
C 2.79 1.19 -2.17
C 1.92 0.23 -2.98
C 0.41 0.41 -2.74
C -0.37 -0.89 -2.42
P -0.74 -1.12 -0.65
P 1.40 -1.86 -0.10
S 1.39 -2.55 1.74
C -2.60 -0.62 -0.70
Cl -3.51 -1.83 -1.64
C -3.03 0.80 -1.10
C -3.12 1.13 -2.58
Cl -1.96 1.99 -0.28
H 6.73 2.39 -0.26
H 6.39 2.21 -1.98
H 5.50 3.38 -1.02
H 5.34 0.54 -0.07
H 4.12 1.79 -0.06
H 4.15 -0.40 -1.77
H 4.84 0.87 -2.78
H 2.82 2.17 -2.64
H 2.31 1.34 -1.19
H 2.23 -0.79 -2.77
H 2.12 0.40 -4.04
H -0.04 0.82 -3.65
H 0.25 1.17 -1.97
H -1.28 -0.94 -3.01
H 0.25 -1.73 -2.72
H -1.13 -2.40 -0.23
H -0.51 -0.20 0.39
H 1.86 -2.81 -1.03
H 2.34 -0.83 -0.25
H -2.94 -0.77 0.33
H -4.01 0.98 -0.65
H -3.93 1.83 -2.76
H -2.21 1.62 -2.93
H -3.29 0.25 -3.19
F -0.55 4.62 1.95
C -1.65 5.38 2.12
C -2.79 5.06 1.43
C -3.92 5.84 1.61
C -3.89 6.93 2.47
C -2.72 7.24 3.15
C -1.58 6.46 2.99
H -2.79 4.20 0.76
H -4.83 5.60 1.07
H -4.77 7.54 2.60
H -2.69 8.08 3.82
H -0.66 6.67 3.51
F -2.54 -8.91 2.25
C -1.55 -8.03 2.46
C -1.65 -6.76 1.92
C -0.63 -5.86 2.14
C 0.48 -6.22 2.88
C 0.57 -7.50 3.41
C -0.46 -8.42 3.21
H -2.53 -6.50 1.34
H -0.69 -4.86 1.73
H 1.28 -5.51 3.04
H 1.43 -7.79 3.99
H -0.41 -9.42 3.61
*
```



[6]
Molecular formula: C22H34Cl2N10
Method: DFT, ωB97M-V with the def2-TZVPD basis set

E_LUMO (eV): -0.12
F_max (eV/Å): 9.76
HOMO level (eV): -9.5658
Kohn-Sham gap (eV): 9.44
Total energy (eV): -63291.0373

ORCA input file:
```
! wB97M-V def2-TZVPD RIJCOSX def2/J DEFGRID3
* xyz 0 1
C 29.41 -6.19 -6.38
C 29.13 -7.21 -5.24
N 28.87 -7.97 -4.39
H 28.96 -5.25 -6.08
H 28.92 -6.49 -7.31
H 30.47 -6.22 -6.65
C 24.70 -4.00 -1.50
C 23.72 -4.88 -0.85
N 22.88 -5.52 -0.32
H 24.16 -3.13 -1.89
H 25.46 -4.43 -2.15
H 25.33 -3.48 -0.78
C 26.63 -2.72 -7.49
C 26.58 -1.28 -7.06
N 26.54 -0.13 -6.80
H 26.26 -3.37 -6.70
H 27.58 -3.05 -7.91
H 25.90 -2.72 -8.31
C 22.80 -9.03 -4.19
C 23.49 -8.01 -4.96
N 24.07 -7.15 -5.53
H 23.01 -9.96 -4.73
H 21.75 -8.74 -4.25
H 23.09 -9.10 -3.14
C 24.25 -2.77 -4.77
C 23.51 -1.76 -3.98
N 22.90 -1.01 -3.33
H 23.58 -3.57 -5.10
H 25.08 -3.17 -4.18
H 24.75 -2.32 -5.63
C 28.96 -3.02 -5.71
C 27.91 -2.49 -4.86
N 27.02 -2.08 -4.17
H 28.77 -2.63 -6.72
H 28.87 -4.10 -5.71
H 29.94 -2.67 -5.40
C 25.61 -7.10 -7.22
C 26.93 -7.64 -7.60
N 27.97 -8.09 -7.86
H 25.22 -7.52 -6.29
H 24.82 -7.14 -7.97
H 25.76 -6.03 -7.06
C 25.30 -5.51 -4.65
C 26.37 -5.11 -5.60
N 27.18 -4.70 -6.25
H 25.45 -5.06 -3.67
H 25.27 -6.59 -4.50
H 24.29 -5.25 -4.99
C 21.91 -5.75 -6.39
C 21.19 -7.00 -5.93
N 20.65 -7.92 -5.57
H 21.37 -4.80 -6.32
H 22.16 -6.09 -7.39
H 22.80 -5.55 -5.79
C 22.14 -6.11 -3.44
C 22.97 -4.86 -3.55
N 23.54 -3.91 -3.66
H 21.86 -6.22 -2.39
H 22.64 -7.05 -3.67
H 21.22 -5.99 -4.02
Cl 27.01 -6.58 -2.29
C 28.20 -5.61 -3.22
C 27.87 -4.15 -3.29
Cl 27.99 -3.55 -1.60
H 28.31 -6.11 -4.18
H 29.19 -5.64 -2.79
H 26.90 -3.75 -3.58
H 28.64 -3.59 -3.83
*
```